[1]
Computed, not measured: a structure of composition CF3MgNO4S3Sn at a distorted geometry, with ωB97M-V with the def2-TZVPD basis set.

Geometry (Å):
Sn 1.11 -0.77 0.64
N -0.56 -0.82 1.49
S -1.63 0.19 1.28
O -1.31 1.51 0.56
C -2.82 -0.47 -0.01
F -3.94 -0.88 0.56
F -2.25 -1.51 -0.64
F -3.11 0.44 -0.93
Mg -0.14 1.80 -0.92
S 1.52 2.12 -3.12
O -0.10 2.08 -2.88
S 2.27 0.44 -2.09
O 1.48 0.64 -0.64
O -2.50 0.55 2.43

Calculated values
- frontier orbital gap (eV) = 7.43
- energy relative to the best compared isomer or geometry (same formula, charge and spin) (eV) = 0.000
- lowest unoccupied orbital energy (Ha) = -0.0444

[2]
Computed, not measured: a structure of composition C13H42NO11Sr2 at a distorted geometry, with ωB97M-V with the def2-TZVPD basis set.

Geometry (Å):
Sr 2.80 5.55 0.95
Sr 2.38 3.35 4.53
C 2.30 0.93 0.86
C 2.50 2.40 0.90
O 3.29 2.97 0.07
O 1.87 3.05 1.76
H 2.89 0.45 0.08
H 1.28 0.61 0.66
H 2.56 0.47 1.82
C 1.11 -1.49 -1.83
O 2.07 -2.39 -1.28
H 0.79 -0.72 -1.13
H 1.48 -0.94 -2.70
H 0.20 -2.00 -2.14
H 2.89 -1.89 -1.16
C 4.62 -1.68 3.58
O 5.19 -0.58 2.96
H 3.66 -1.33 3.94
H 4.45 -2.48 2.85
H 5.28 -2.13 4.32
H 6.05 -0.96 2.74
O 3.11 2.23 -2.71
H 3.43 2.56 -1.88
H 3.74 1.56 -2.97
O 4.02 1.38 4.53
H 4.43 0.86 3.84
H 4.35 1.01 5.34
O 6.51 3.41 0.46
H 5.88 3.37 1.18
H 5.98 3.26 -0.32
O 0.34 2.11 -2.29
H 0.34 2.33 -3.22
H 1.24 2.28 -2.01
O 4.82 -1.26 -0.37
H 5.40 -0.83 -0.99
H 4.91 -0.75 0.44
O -0.67 3.26 0.35
H -0.57 2.43 -0.12
H 0.07 3.29 0.95
C -4.91 -3.07 -1.19
C -4.91 -1.91 -0.19
C -3.80 -2.21 0.83
C -2.35 -1.80 0.38
C -2.24 -0.41 -0.17
C -3.27 -0.12 -1.34
N -4.65 -0.58 -0.92
O -5.61 -0.20 -1.72
C -3.40 1.44 -1.52
C -2.73 -0.76 -2.61
C -6.22 -1.68 0.56
H -5.45 -3.88 -0.69
H -3.94 -3.45 -1.49
H -5.46 -2.74 -2.07
H -4.00 -1.79 1.82
H -3.74 -3.28 1.03
H -2.00 -2.50 -0.38
H -1.63 -1.82 1.20
H -1.24 -0.29 -0.60
H -2.39 0.29 0.65
H -2.45 1.92 -1.73
H -4.14 1.75 -2.26
H -3.61 1.88 -0.54
H -1.84 -0.22 -2.92
H -2.45 -1.80 -2.42
H -3.35 -0.75 -3.51
H -7.07 -1.61 -0.12
H -6.26 -0.76 1.15
H -6.35 -2.51 1.26
H -5.55 -0.78 -2.48

Calculated values
- spin multiplicity = 2
- frontier orbital gap (eV) = 3.10
- ⟨S²⟩ = 0.75
- total charge = +4
- lowest unoccupied orbital energy (Ha) = -0.5439

[3]
Computed, not measured: a structure of composition C38H28CrO6P2S2 at a distorted geometry, with ωB97M-V with the def2-TZVPD basis set.

Geometry (Å):
Cr 0.65 -0.17 1.24
O -1.15 0.32 2.35
C -0.94 0.93 1.31
C -1.49 2.10 0.73
C -2.68 2.69 1.22
C -3.23 3.77 0.57
C -2.63 4.28 -0.58
C -1.45 3.73 -1.06
C -0.86 2.65 -0.42
P 0.68 1.83 -0.95
C 1.91 2.58 0.18
C 3.14 1.95 0.34
C 4.04 2.40 1.28
C 3.72 3.50 2.07
C 2.53 4.16 1.88
C 1.62 3.71 0.94
C 1.06 2.81 -2.46
C 0.24 2.62 -3.58
C 0.49 3.30 -4.76
C 1.57 4.16 -4.85
C 2.40 4.33 -3.75
C 2.15 3.66 -2.57
H -3.13 2.27 2.10
H -4.12 4.24 0.96
H -3.07 5.12 -1.09
H -0.98 4.16 -1.93
H 3.38 1.08 -0.27
H 4.98 1.89 1.44
H 4.40 3.82 2.85
H 2.28 5.03 2.48
H 0.66 4.21 0.82
H -0.60 1.95 -3.50
H -0.15 3.15 -5.61
H 1.77 4.69 -5.77
H 3.26 4.99 -3.82
H 2.81 3.81 -1.72
O 3.32 -1.60 -1.55
C 2.37 -1.76 -0.79
O 1.87 -0.83 -0.07
C 1.70 -3.12 -0.74
C 2.40 -4.19 -1.29
C 1.84 -5.45 -1.35
C 0.55 -5.66 -0.89
C -0.16 -4.61 -0.35
C 0.42 -3.34 -0.24
P -0.58 -2.02 0.51
C -1.22 -2.85 2.00
C -0.34 -3.65 2.73
C -0.70 -4.10 3.98
C -1.93 -3.76 4.52
C -2.81 -2.97 3.79
C -2.45 -2.49 2.54
C -1.97 -2.01 -0.68
C -3.08 -2.84 -0.62
C -4.04 -2.78 -1.61
C -3.89 -1.91 -2.67
C -2.78 -1.08 -2.74
C -1.83 -1.12 -1.74
H 3.39 -4.01 -1.68
H 2.40 -6.28 -1.77
H 0.10 -6.64 -0.95
H -1.16 -4.75 0.01
H 0.63 -3.87 2.32
H 0.00 -4.69 4.56
H -2.21 -4.11 5.50
H -3.77 -2.70 4.22
H -3.11 -1.83 2.00
H -3.19 -3.53 0.21
H -4.90 -3.43 -1.56
H -4.63 -1.88 -3.46
H -2.67 -0.40 -3.57
H -0.95 -0.48 -1.76
O 3.43 0.68 3.67
S 2.04 0.32 3.51
O 1.24 0.43 4.70
O 1.43 1.12 2.39
S 1.93 -1.57 2.83

Calculated values
- spin multiplicity = 2
- frontier orbital gap (alpha / beta) (eV) = 6.69 / 6.71
- energy relative to the best compared isomer or geometry (same formula, charge and spin) (eV) = 1.261
- ⟨S²⟩ = 0.79
- total charge = -1
- lowest unoccupied orbital energy (alpha / beta) (Ha) = 0.0723 / 0.0730

| no. | electronic energy (eV) |
| --- | --- |
| 1 | -62651.3399 |
| 2 | -39805.6849 |
| 3 | -120817.7961 |